Entry 1:
Computed, not measured: 15 unconnected molecules or ions with the total composition H30O15 at a distorted geometry, with ωB97M-V/def2-TZVPD.

For the energy above the lowest of the compared OMol25 structures with the same formula, charge and spin, the calculation gives 1.744 eV. As for the spin multiplicity: 1. As for the gap between HOMO and LUMO: 10.7459 eV.

```
45
Properties=species:S:1:pos:R:3:nbo_charge:R:1
O -11.458 -1.964 24.422 -0.973
H -11.894 -1.810 25.282 0.491
H -12.113 -2.437 23.992 0.466
O -12.976 1.489 30.090 -0.961
H -12.680 0.926 30.833 0.486
H -12.288 1.379 29.484 0.481
O -10.440 -0.189 26.800 -1.035
H -10.642 0.494 27.523 0.501
H -9.836 -0.760 27.273 0.491
O -7.145 -0.759 25.587 -0.952
H -7.379 -1.523 26.130 0.488
H -6.568 -1.110 24.893 0.483
O -9.491 -1.041 30.481 -0.954
H -10.306 -0.774 30.061 0.490
H -9.433 -0.731 31.338 0.460
O -12.651 -1.733 26.865 -0.951
H -12.009 -1.058 26.977 0.499
H -13.369 -1.165 26.786 0.495
O -9.066 -2.348 27.938 -0.972
H -8.175 -2.777 28.086 0.476
H -9.278 -2.610 27.042 0.478
O -13.766 0.757 27.616 -0.968
H -13.389 1.564 27.282 0.464
H -13.971 1.148 28.452 0.500
O -10.428 1.339 28.869 -0.973
H -9.489 1.168 28.788 0.496
H -10.301 2.272 28.734 0.496
O -9.282 0.161 24.139 -0.987
H -10.106 0.084 24.660 0.493
H -8.699 -0.459 24.625 0.490
O -12.399 -1.359 29.408 -0.988
H -12.609 -1.447 28.477 0.479
H -12.116 -2.233 29.678 0.471
O -9.616 3.703 27.570 -0.952
H -8.917 3.653 28.205 0.455
H -9.403 3.026 26.948 0.498
O -9.008 -2.919 25.399 -0.971
H -9.914 -2.952 25.092 0.516
H -8.799 -3.886 25.591 0.477
O -8.186 2.089 25.973 -0.977
H -8.505 1.500 25.349 0.502
H -7.545 2.532 25.451 0.478
O -7.681 0.378 28.284 -0.925
H -7.588 1.326 28.345 0.459
H -8.146 0.224 27.465 0.482
```


Entry 2:
Computed, not measured: 2 unconnected molecules or ions with the total composition C5H8O at a distorted geometry, with ωB97M-V/def2-TZVPD.

For the energy above the lowest of the compared OMol25 structures with the same formula, charge and spin, the calculation gives 4.765 eV. As for the spin multiplicity: 1. As for the gap between HOMO and LUMO (spin up / spin down): 10.4564 / 7.2070 eV.

```
14
Properties=species:S:1:pos:R:3:nbo_charge:R:1
C -1.635 0.467 0.004 -0.639
C -0.418 -0.371 -0.146 -0.034
C 0.776 -0.063 -0.766 -0.320
C 1.682 -1.067 -0.460 0.120
O 1.152 -2.034 0.289 -0.466
C -0.239 -1.721 0.471 -0.103
H -2.482 0.111 -0.599 0.214
H -1.425 1.500 -0.285 0.222
H -1.970 0.469 1.050 0.213
H 0.994 0.816 -1.359 0.226
H 2.125 7.354 1.002 0.000
H 2.732 -1.174 -0.698 0.194
H -0.480 -1.778 1.541 0.189
H -0.811 -2.510 -0.044 0.185
```


Entry 3:
Computed, not measured: a molecular structure, C2HErO3 at a distorted geometry, with ωB97M-V/def2-TZVPD.

For the energy above the lowest of the compared OMol25 structures with the same formula, charge and spin, the calculation gives 7.740 eV. Its total charge is +2. As for the spin multiplicity: 4. As for the gap between HOMO and LUMO (spin up / spin down): 9.0965 / 5.0228 eV.

```
7
Properties=species:S:1:pos:R:3:nbo_charge:R:1
O -0.619 0.192 0.938 -0.512
H -0.434 -0.415 0.207 0.539
O -1.215 2.305 -0.937 -0.209
O -0.985 1.386 -2.061 -0.611
C -1.001 1.733 0.237 0.405
C 0.111 1.705 0.832 0.461
Er -2.938 1.833 -3.121 1.927
```